Density functional theory data (ωB97M-V/def2-TZVPD) for a 11-piece molecular cluster, C37H104N8O11 overall in a non-equilibrium geometry.

The geometry in XYZ format:
```
160
Properties=species:S:1:pos:R:3:mulliken_charge:R:1
C 3.39 3.63 -0.76 -0.913
C 2.68 4.98 -0.51 1.599
C 3.64 6.13 -0.45 -1.072
O 4.45 6.13 -1.61 -0.314
C 5.35 7.23 -1.60 -0.756
N 1.58 5.29 -1.46 -0.632
H 4.08 3.46 0.07 0.441
H 3.97 3.69 -1.69 0.298
H 2.66 2.82 -0.83 -0.140
H 2.11 4.94 0.43 -0.768
H 4.25 6.02 0.46 0.434
H 3.10 7.08 -0.42 0.491
H 4.71 8.12 -1.60 0.314
H 5.95 7.26 -2.51 0.247
H 6.01 7.28 -0.72 0.292
H 1.05 4.43 -1.67 0.198
H 2.04 5.59 -2.31 0.301
C 4.42 -0.57 3.65 -0.992
C 5.55 -1.44 3.10 0.522
C 6.87 -0.95 3.67 -0.915
O 6.89 -1.09 5.10 -0.344
C 7.71 -0.08 5.76 -0.755
N 5.45 -2.84 3.36 -0.678
H 4.41 -0.68 4.74 0.358
H 3.43 -0.92 3.30 0.085
H 4.56 0.48 3.40 0.295
H 5.60 -1.29 2.01 0.264
H 7.10 0.08 3.37 0.436
H 7.70 -1.57 3.29 0.364
H 8.77 -0.12 5.48 0.300
H 7.65 -0.35 6.81 0.255
H 7.28 0.92 5.65 0.322
H 5.60 -2.98 4.35 0.275
H 4.56 -3.23 3.11 0.214
C -2.22 5.05 4.02 -1.253
C -1.11 5.90 3.35 0.444
C 0.00 5.04 2.85 0.076
O 0.60 4.37 3.91 -0.459
C 1.55 3.40 3.44 -0.349
N -1.67 6.56 2.16 -0.544
H -2.50 4.17 3.44 0.041
H -3.13 5.64 4.19 0.434
H -1.85 4.71 4.98 0.337
H -0.70 6.65 4.05 0.280
H 0.81 5.60 2.35 0.333
H -0.31 4.37 2.04 -0.328
H 1.17 2.68 2.71 -0.080
H 1.81 2.80 4.30 0.336
H 2.46 3.88 3.05 0.280
H -0.90 7.04 1.69 0.218
H -2.38 7.24 2.39 0.248
C 0.45 -5.44 -6.88 -1.579
C 1.56 -4.78 -6.04 0.612
C 1.25 -4.96 -4.53 -0.409
O 2.13 -4.19 -3.76 -0.463
C 2.01 -2.80 -3.87 -0.647
N 2.88 -5.24 -6.50 -0.679
H -0.51 -4.97 -6.71 0.368
H 0.33 -6.51 -6.66 0.354
H 0.63 -5.36 -7.95 0.409
H 1.55 -3.69 -6.22 0.186
H 1.38 -6.03 -4.35 0.415
H 0.20 -4.69 -4.33 0.028
H 0.95 -2.55 -4.05 0.205
H 2.63 -2.39 -4.69 0.387
H 2.27 -2.31 -2.93 0.246
H 2.93 -6.25 -6.54 0.258
H 3.57 -4.89 -5.84 0.275
C -1.09 4.03 -3.86 -1.625
C -1.27 3.70 -2.44 1.101
C -2.63 3.07 -2.16 -1.366
O -2.58 2.60 -0.88 0.136
C -2.63 3.55 0.18 -0.480
N -0.14 2.88 -2.00 0.521
H -0.20 4.61 -4.06 0.339
H -1.94 4.54 -4.30 0.393
H -0.96 3.13 -4.49 0.241
H -1.23 4.65 -1.88 0.201
H -2.79 2.28 -2.90 0.123
H -3.42 3.82 -2.34 0.454
H -2.83 3.01 1.10 -0.330
H -3.49 4.23 0.06 0.334
H -1.73 4.15 0.27 0.243
H 0.09 2.09 -2.59 -0.192
H -0.36 2.54 -1.07 -0.201
C -2.94 -6.21 -0.32 -1.804
C -2.51 -4.83 -0.85 1.810
C -0.99 -4.70 -0.91 -0.242
O -0.47 -4.92 0.38 -0.285
C 0.86 -4.48 0.51 -0.610
N -3.05 -4.69 -2.19 -0.708
H -2.55 -6.36 0.69 0.298
H -2.54 -6.92 -1.04 0.492
H -4.02 -6.32 -0.28 0.450
H -2.88 -4.00 -0.22 -0.689
H -0.74 -3.72 -1.35 0.011
H -0.67 -5.49 -1.61 0.086
H 1.25 -4.80 1.48 0.280
H 1.00 -3.39 0.52 0.101
H 1.51 -4.92 -0.25 0.370
H -3.12 -3.70 -2.37 0.333
H -3.95 -5.13 -2.34 0.276
C -5.04 -3.50 1.85 -0.882
C -4.29 -3.86 3.11 0.277
C -2.76 -3.72 2.87 0.551
O -2.17 -3.88 4.10 -0.479
C -0.75 -3.72 4.03 -0.310
N -4.76 -2.97 4.16 -0.722
H -6.11 -3.53 2.09 0.514
H -4.87 -4.23 1.06 0.202
H -4.82 -2.49 1.48 -0.232
H -4.54 -4.85 3.52 0.247
H -2.48 -2.75 2.42 -0.094
H -2.42 -4.52 2.19 -0.100
H -0.30 -3.80 5.01 0.359
H -0.52 -2.72 3.62 -0.019
H -0.28 -4.44 3.34 0.131
H -4.79 -1.99 3.90 0.205
H -4.21 -3.10 5.00 0.333
C -5.09 -0.45 -2.51 -1.570
C -4.33 -0.69 -1.21 0.607
C -2.84 -0.75 -1.54 0.151
O -2.71 -1.77 -2.47 -0.278
C -1.58 -1.73 -3.32 -0.591
N -4.52 0.44 -0.31 -0.054
H -6.14 -0.27 -2.31 0.517
H -5.04 -1.24 -3.26 0.314
H -4.64 0.43 -2.99 0.198
H -4.76 -1.59 -0.77 -0.015
H -2.23 -0.94 -0.63 0.082
H -2.48 0.18 -1.99 -0.310
H -1.64 -0.93 -4.07 0.409
H -1.42 -2.66 -3.84 0.391
H -0.68 -1.56 -2.73 -0.083
H -4.01 1.27 -0.61 -0.007
H -5.52 0.63 -0.31 0.311
C 2.18 0.78 -3.81 -0.777
O 0.80 0.54 -3.56 -0.410
H 2.50 0.26 -4.72 0.344
H 2.34 1.83 -4.07 0.311
H 2.75 0.46 -2.96 0.223
H 0.38 0.41 -4.41 0.202
C 1.11 -0.39 1.54 -1.106
C 0.81 0.41 0.28 1.767
O 1.02 -0.39 -0.87 -0.243
H 0.45 -1.25 1.67 -0.117
H 1.07 0.25 2.42 0.405
H 2.14 -0.75 1.55 0.345
H 1.43 1.31 0.23 -0.582
H -0.25 0.71 0.33 -0.317
H 0.48 -0.12 -1.62 -0.269
C -2.67 0.88 3.25 -0.253
C -4.15 1.16 3.05 -0.326
O -4.84 -0.01 2.60 -0.483
H -2.11 1.78 3.51 0.157
H -2.22 0.51 2.32 -0.245
H -2.44 0.12 3.99 0.450
H -4.20 1.92 2.26 0.215
H -4.57 1.59 3.96 0.356
H -4.63 -0.13 1.66 0.232
```

Output
- LUMO energy (eV) = 0.141
- net charge = 0
- max |F| (eV/A) = 2.368
- Kohn-Sham gap (eV) = 8.4
- structure (SMILES) = COC[C@H](C)N.COC[C@H](C)N.COC[C@H](C)N.COC[C@H](C)N.COC[C@H](C)N.COC[C@H](C)N.COC[C@H](C)N.COC[C@H](C)N.CCO.CCO.CO